ORCA calculation (ωB97M-V/def2-TZVPD) on a 2-piece molecular cluster, C4H14N3O overall at a distorted geometry.

Each line ends with the Mulliken charge.
Positions of all 22 atoms, in Å:
H 1.626 0.555 -0.245  0.400
O -0.941 1.390 1.220  -0.766
H 3.386 -1.709 0.448  0.407
C 0.206 -1.555 -1.074  -1.024
C 2.638 -1.899 -0.344  -1.248
H -1.748 3.750 1.466  0.257
H 0.859 -2.051 0.945  0.273
H 0.290 0.348 0.827  0.325
N 1.244 -0.048 0.512  -0.305
H -2.502 0.288 -0.307  0.180
H -2.990 3.629 0.275  0.232
H 1.915 0.029 1.339  0.406
H 2.613 -2.997 -0.493  0.359
N -2.641 1.302 -0.343  -0.443
C 1.179 -1.492 0.076  0.294
H 3.038 -1.450 -1.292  0.332
N -2.369 3.185 0.972  -0.442
H 0.170 -2.494 -1.677  0.362
H -0.907 -1.514 -0.806  0.173
C -1.928 1.924 0.667  0.632
H 0.483 -0.718 -1.809  0.313
H -3.619 1.528 -0.358  0.284

For the LUMO energy, the calculation gives -2.78 eV. As for the total energy: -400.12906 Eh. The max |F| is 2.60 eV Å⁻¹. The orbital gap is 11.409 eV. For the energy above the lowest of the compared OMol25 structures with the same formula, charge and spin, the calculation gives 0.095 eV. Its net charge is +1. The HOMO energy is -14.188 eV.



ORCA calculation (ωB97M-V/def2-TZVPD) on a 2-piece molecular cluster, C4H14N3O overall at a distorted geometry.

Each line ends with the Mulliken charge.
Positions of all 22 atoms, in Å:
H 1.817 1.723 1.428  0.394
H 1.167 -2.699 1.778  0.332
H -2.656 -0.296 0.145  0.352
N 0.568 -0.448 -1.054  -0.621
C -1.721 -0.736 -0.189  -0.564
H 2.372 -2.908 0.897  0.325
O 1.687 -2.258 1.093  -0.667
H -1.838 1.938 -0.683  0.392
H 0.780 -1.283 -0.522  0.092
H -0.515 2.026 1.367  0.359
H 1.959 1.954 -0.181  0.394
N 1.345 1.575 0.536  -0.093
H 0.489 -0.696 -2.039  0.249
H -0.817 -2.546 -0.291  0.168
N -1.667 -2.127 -0.031  -0.470
H -0.331 1.789 -1.655  0.276
C -0.827 1.552 -0.731  -0.597
H -2.496 -2.564 -0.384  0.245
C -0.019 2.150 0.411  -0.688
C -0.739 0.038 -0.630  0.602
H 1.366 0.577 0.375  0.138
H 0.076 3.239 0.362  0.379

For the LUMO energy, the calculation gives -2.98 eV. As for the total energy: -400.07343 Eh. The max |F| is 1.77 eV Å⁻¹. The orbital gap is 8.670 eV. For the energy above the lowest of the compared OMol25 structures with the same formula, charge and spin, the calculation gives 1.609 eV. Its net charge is +1. The HOMO energy is -11.652 eV.



ORCA calculation (ωB97M-V/def2-TZVPD) on C4H14N3O as an isolated structure at a distorted geometry.

Each line ends with the Mulliken charge.
Positions of all 22 atoms, in Å:
H -1.697 2.074 -0.645  0.335
H -0.257 -2.729 1.672  0.326
H -2.683 -1.207 -0.178  0.310
C 0.846 0.583 -0.478  -0.559
H 1.850 -0.153 1.606  0.347
H 0.668 2.662 -1.014  0.377
C -1.260 1.544 -1.489  -0.997
H 0.680 1.587 -2.334  0.326
H 1.871 0.843 -0.277  0.439
N 1.856 -1.223 1.116  -0.512
H -0.174 -2.076 0.177  0.284
H 2.436 -1.769 1.748  0.295
H 0.167 -0.572 2.579  0.410
N -0.368 -1.849 1.156  -0.504
O -1.772 -1.023 -0.478  -0.539
H -1.528 0.489 -1.234  0.253
N 0.034 0.433 0.737  -0.503
H -0.772 -0.157 0.403  0.675
C 0.649 -0.680 1.606  -0.024
H 0.974 -0.410 -0.952  0.377
H -1.767 1.935 -2.395  0.373
C 0.247 1.696 -1.327  -0.488

For the LUMO energy, the calculation gives -8.72 eV. As for the total energy: -399.69057 Eh. The max |F| is 6.94 eV Å⁻¹. The orbital gap is 5.554 eV. For the energy above the lowest of the compared OMol25 structures with the same formula, charge and spin, the calculation gives 12.027 eV. Its net charge is +1. The HOMO energy is -14.276 eV.



ORCA calculation (ωB97M-V/def2-TZVPD) on a 2-piece molecular cluster, C4H14N3O2 overall at a distorted geometry.

Each line ends with the Mulliken charge.
Positions of all 23 atoms, in Å:
C 1.710 -0.193 -2.415  -0.880
H -2.556 0.314 1.031  0.266
C -0.833 -1.539 -0.951  -0.920
O 0.246 1.813 0.536  -0.472
H -1.905 -1.443 -0.802  0.298
H -0.404 -2.117 -0.121  0.380
H 1.256 0.636 -2.955  0.321
H 1.481 -1.118 -2.941  0.310
N -0.285 -0.219 -1.044  -0.509
H -0.780 0.715 3.310  0.375
C -0.623 0.801 0.747  0.689
O -0.159 -0.187 1.526  -0.274
H 1.430 0.625 -0.543  0.364
H 1.516 -1.050 -0.531  0.408
H -0.675 -2.083 -1.887  0.286
H 0.086 -0.839 3.424  0.253
N -1.948 1.083 0.796  -0.411
C 0.047 0.123 2.920  -0.790
H -2.331 1.730 0.124  0.222
H -0.183 2.584 0.141  0.322
H 2.787 -0.057 -2.368  0.389
H 0.988 0.658 3.054  0.298
N 1.137 -0.234 -1.052  0.075

For the LUMO energy, the calculation gives -2.83 eV. As for the total energy: -475.23710 Eh. The max |F| is 2.86 eV Å⁻¹. The orbital gap is 9.581 eV. For the energy above the lowest of the compared OMol25 structures with the same formula, charge and spin, the calculation gives 3.228 eV. Its net charge is +1. The HOMO energy is -12.413 eV.



ORCA calculation (ωB97M-V/def2-TZVPD) on a 2-piece molecular cluster, C4H14N4 overall.

Each line ends with the Mulliken charge.
Positions of all 22 atoms, in Å:
H 3.125 -0.510 0.530  0.379
H -0.360 -0.084 1.036  0.295
H 0.174 -2.647 -0.236  0.256
H -0.878 -1.554 -0.835  0.244
H -1.616 2.870 -0.122  0.245
H 0.951 -1.205 1.406  0.359
N -2.890 0.048 0.548  -0.449
C -2.432 1.131 -0.136  0.084
H -2.689 1.106 -1.202  0.366
H -3.069 -0.815 0.072  0.231
H 0.395 1.768 0.076  0.285
N -1.825 2.067 0.464  -0.776
C 2.654 -0.599 -0.450  -1.539
H 2.632 -1.650 -0.727  0.367
C 0.345 -0.793 0.596  -0.797
H 3.254 -0.061 -1.176  0.380
H 0.784 -0.140 -1.406  0.186
N -0.437 -1.878 0.021  -0.574
C 1.242 -0.025 -0.415  0.617
H 1.927 1.588 0.613  0.253
N 1.313 1.408 -0.173  -0.700
H -2.601 -0.024 1.515  0.288

For the LUMO energy, the calculation gives 0.96 eV. As for the total energy: -379.81765 Eh. The max |F| is 0.59 eV Å⁻¹. The orbital gap is 9.652 eV. The structure (SMILES) is C[C@H](N)CN.[H]/N=C/N. For the energy above the lowest of the compared OMol25 structures with the same formula, charge and spin, the calculation gives 0.440 eV. The HOMO energy is -8.688 eV.



ORCA calculation (ωB97M-V/def2-TZVPD) on C4H14N4O as an isolated structure.

Each line ends with the Mulliken charge.
Positions of all 23 atoms, in Å:
N -2.334 0.724 -0.169  -0.669
H 0.543 2.555 -0.528  0.358
N -1.288 -1.376 0.384  -0.620
H 1.526 1.163 -1.045  0.431
H -1.844 0.007 -2.160  0.327
C -1.168 -0.136 -0.335  0.378
H 3.258 -1.237 0.542  0.278
H -2.185 1.291 0.662  0.371
C 2.164 -1.231 0.608  -0.805
H 0.022 1.494 -1.734  0.304
N 0.574 1.601 -0.882  -0.174
H -0.331 0.473 2.222  0.394
O -1.039 -0.359 -1.775  -0.622
H -0.420 -1.894 0.330  0.177
H -2.022 -1.948 -0.020  0.306
H 1.905 -0.710 1.546  0.329
C 0.156 1.048 1.449  -1.444
N 1.550 -0.519 -0.489  -0.713
H 0.946 1.723 1.756  0.336
C 0.094 0.602 0.148  0.346
H -3.168 0.165 -0.015  0.281
H 1.842 -2.278 0.714  0.244
H 1.221 -1.157 -1.209  0.187

For the LUMO energy, the calculation gives 0.68 eV. As for the total energy: -454.95489 Eh. The max |F| is 0.50 eV Å⁻¹. The orbital gap is 7.302 eV. For the energy above the lowest of the compared OMol25 structures with the same formula, charge and spin, the calculation gives 2.992 eV. The HOMO energy is -6.624 eV.



ORCA calculation (ωB97M-V/def2-TZVPD) on a 2-piece molecular cluster, C4H14NO overall at a distorted geometry.

Each line ends with the Mulliken charge.
Positions of all 20 atoms, in Å:
H -1.298 -0.078 -0.517  0.276
H 0.472 0.840 3.058  0.364
C 0.795 -0.134 -0.283  0.299
H -0.622 1.425 -0.615  0.417
H -0.877 0.702 1.907  0.289
O -2.674 -1.119 -0.485  -0.668
H 0.108 -0.708 2.304  0.322
H -3.634 -1.123 -0.637  0.316
H 2.117 0.511 1.282  0.414
H -0.317 0.498 -1.928  0.318
C 1.923 -0.073 -1.270  -1.482
H -2.549 -1.756 0.228  0.319
H 2.730 -0.765 -1.049  0.383
H 1.553 -0.410 -2.251  0.469
H 2.300 0.941 -1.393  0.355
C 1.081 0.677 0.987  -0.654
H 1.027 1.746 0.745  0.364
H 0.447 -1.141 -0.057  0.297
C 0.138 0.370 2.138  -1.160
N -0.507 0.452 -0.928  -0.236

For the LUMO energy, the calculation gives -3.03 eV. As for the total energy: -290.56416 Eh. The max |F| is 2.38 eV Å⁻¹. The orbital gap is 13.013 eV. For the energy above the lowest of the compared OMol25 structures with the same formula, charge and spin, the calculation gives 0.301 eV. Its net charge is +1. The HOMO energy is -16.047 eV.



ORCA calculation (ωB97M-V/def2-TZVPD) on a 2-piece molecular cluster, C4H14NO overall at a distorted geometry.

Each line ends with the Mulliken charge.
Positions of all 20 atoms, in Å:
H 0.423 0.270 1.991  0.343
C -0.523 -0.470 -1.377  -0.215
C -1.605 0.600 -1.400  -1.161
H 0.651 -1.255 0.333  0.334
H -0.217 2.382 0.129  0.265
H 2.474 -2.707 0.172  0.333
H -1.023 -1.436 -1.247  0.283
H 0.169 -0.463 -2.224  0.356
O 2.153 -2.689 1.080  -0.685
C -0.125 0.455 1.069  -0.475
H -2.282 0.382 -2.241  0.356
H -1.111 -0.050 1.153  0.436
H 1.175 2.336 1.109  0.359
H 1.906 -3.618 1.196  0.345
H -1.210 1.582 -1.611  0.333
N 0.411 -0.337 -0.083  -0.198
C 0.145 1.933 1.080  -1.123
H -0.505 2.410 1.806  0.356
H 1.343 -0.041 -0.414  0.400
H -2.247 0.714 -0.521  0.355

For the LUMO energy, the calculation gives -3.21 eV. As for the total energy: -290.52493 Eh. The max |F| is 3.85 eV Å⁻¹. The orbital gap is 12.550 eV. For the energy above the lowest of the compared OMol25 structures with the same formula, charge and spin, the calculation gives 1.368 eV. Its net charge is +1. The HOMO energy is -15.760 eV.



ORCA calculation (ωB97M-V/def2-TZVPD) on a 3-piece molecular cluster, C4H14NO2 overall at a distorted geometry.

Each line ends with the Mulliken charge.
Positions of all 21 atoms, in Å:
H -0.465 0.728 -0.932  0.538
H -3.214 -2.522 -1.973  0.334
H -0.741 2.968 -0.267  0.357
H -2.789 -2.696 -3.352  0.298
O 2.946 -1.134 1.308  -0.666
H -1.056 0.778 1.482  0.398
H -1.735 3.258 1.196  0.333
H 0.285 -2.860 -0.545  0.305
H 0.521 1.532 1.674  0.276
H 3.219 -1.131 2.298  0.314
C -0.292 1.405 1.058  -0.380
H -0.897 -1.634 -1.196  0.105
N 0.592 -0.713 0.095  0.079
C 0.251 0.704 -0.143  -0.748
H 3.766 -1.222 0.781  0.319
C 0.065 -1.754 -0.551  0.080
H 1.594 -0.772 0.239  0.297
H -0.106 3.453 1.193  0.329
H 1.338 1.108 -0.533  0.236
O -2.460 -2.288 -2.599  -0.644
C -0.823 2.791 0.766  -1.159

For the LUMO energy, the calculation gives -4.82 eV. As for the total energy: -365.71686 Eh. The max |F| is 4.58 eV Å⁻¹. The orbital gap is 10.275 eV. For the energy above the lowest of the compared OMol25 structures with the same formula, charge and spin, the calculation gives 3.098 eV. Its net charge is +1. The HOMO energy is -15.095 eV.



ORCA calculation (ωB97M-V/def2-TZVPD) on a 2-piece molecular cluster, C4H14NO2 overall at a distorted geometry.

Each line ends with the Mulliken charge.
Positions of all 21 atoms, in Å:
H -2.254 -1.487 2.227  0.362
O -1.320 -1.325 2.014  -0.523
H 0.026 0.932 1.896  0.323
H 0.204 1.400 0.378  0.367
H -3.258 -0.480 0.604  0.398
C 0.601 -0.565 -1.060  -1.432
N 0.484 0.663 1.035  -0.313
H 0.884 -1.464 0.842  0.323
H -0.016 0.156 -1.629  0.369
H -1.591 -2.077 0.106  0.352
C -1.237 -1.133 0.635  -0.133
C -2.362 -0.070 0.162  -1.162
C 0.192 -0.730 0.370  0.229
H 3.992 2.223 -1.192  0.322
H 1.639 -0.311 -1.212  0.443
H 1.519 0.489 1.061  0.395
H -2.059 0.846 0.679  0.312
H -2.540 0.035 -0.973  0.307
H 3.399 2.326 -2.522  0.316
O 3.171 1.984 -1.643  -0.622
H 0.527 -1.412 -1.779  0.366

For the LUMO energy, the calculation gives -3.21 eV. As for the total energy: -365.76937 Eh. The max |F| is 3.07 eV Å⁻¹. The orbital gap is 11.124 eV. For the energy above the lowest of the compared OMol25 structures with the same formula, charge and spin, the calculation gives 1.669 eV. Its net charge is +1. The HOMO energy is -14.338 eV.



ORCA calculation (ωB97M-V/def2-TZVPD) on a 3-piece molecular cluster, C4H14NO2 overall at a distorted geometry.

Each line ends with the Mulliken charge.
Positions of all 21 atoms, in Å:
C 0.311 -2.910 2.927  -1.208
H -1.761 2.151 0.883  0.263
N -0.409 0.520 0.990  -0.006
H -0.914 -1.189 3.417  0.278
O 0.723 1.995 -6.062  -0.662
H 0.650 -1.416 0.706  0.376
H 0.408 -3.023 3.989  0.333
H 0.698 1.602 -2.329  0.297
H -1.255 -1.649 0.939  0.292
H 0.657 2.814 -6.676  0.339
C 0.019 -1.376 2.747  -0.327
H 1.687 0.975 -1.340  0.343
O 0.739 1.147 -1.523  -0.675
H -1.914 0.901 2.439  0.277
H 0.048 1.062 0.020  0.332
H 0.828 -0.577 3.007  0.316
H 1.143 -3.234 2.364  0.393
H -0.501 -3.671 2.623  0.324
C -0.232 -1.063 1.200  -0.486
C -1.511 1.174 1.446  -0.127
H -0.133 1.529 -6.218  0.329

For the LUMO energy, the calculation gives -5.09 eV. As for the total energy: -365.69645 Eh. The max |F| is 4.49 eV Å⁻¹. The orbital gap is 8.670 eV. For the energy above the lowest of the compared OMol25 structures with the same formula, charge and spin, the calculation gives 3.654 eV. Its net charge is +1. The HOMO energy is -13.765 eV.



ORCA calculation (ωB97M-V/def2-TZVPD) on a 2-piece molecular cluster, C4H14NO2 overall at a distorted geometry.

Each line ends with the Mulliken charge.
Positions of all 21 atoms, in Å:
C 1.756 -0.217 -0.142  -0.555
H -1.461 -0.117 -1.343  0.310
H -3.561 1.656 2.466  0.318
C 0.674 0.160 -1.165  -0.819
H -0.228 1.779 0.442  0.359
H -2.629 2.911 2.639  0.314
H -0.728 -0.697 0.168  0.366
O -2.849 2.170 2.068  -0.664
H -1.659 1.988 -0.428  0.341
H 1.549 0.178 0.848  0.276
H 2.650 0.324 -0.415  0.391
N -1.090 1.372 0.128  -0.261
O 0.988 -2.455 -0.741  -0.504
H 0.629 -0.518 -1.995  0.371
C -0.736 0.078 -0.557  -0.550
H 0.916 1.142 -1.583  0.433
H 1.983 -2.053 0.977  0.242
H 1.334 -3.162 -1.283  0.304
C 2.022 -1.746 -0.064  -0.438
H -1.692 1.312 0.991  0.407
H 2.965 -1.930 -0.561  0.360

For the LUMO energy, the calculation gives -3.14 eV. As for the total energy: -365.78872 Eh. The max |F| is 1.86 eV Å⁻¹. The orbital gap is 10.478 eV. For the energy above the lowest of the compared OMol25 structures with the same formula, charge and spin, the calculation gives 1.143 eV. Its net charge is +1. The HOMO energy is -13.615 eV.